Entry from OMol25: a 2-piece molecular cluster, C4H14I2N3O5P2S overall (ωB97M-V/def2-TZVPD).

Output
LUMO: -4.0 eV
E_HOMO: -12.44 eV
HOMO-LUMO gap: 8.474 eV
net charge: +1

Element x y z (Å)
N: -3.579340 -1.893956 1.042394
C: -2.299672 -2.211629 0.578898
N: -1.599859 -3.258279 1.073223
P: -1.244943 -4.604546 -0.051399
O: -2.775735 -5.100925 -0.278123
I: -0.341814 -6.216012 1.528122
N: -1.819878 -1.385062 -0.326409
P: -0.232409 -1.222435 -1.181951
O: -0.377138 -2.374780 -2.292786
I: 1.503158 -2.053642 0.329467
H: -4.172917 -2.716647 1.061512
H: -3.569614 -1.475540 1.967447
H: -2.108374 -3.647288 1.865048
H: -2.819209 -5.468290 -1.168365
H: -2.475419 -0.648289 -0.552538
H: 0.497830 -2.629400 -2.613164
O: 2.307181 1.585391 -1.389372
S: 2.161477 2.019688 -0.033488
O: 0.990494 1.651191 0.709169
O: 2.358996 3.583771 0.031418
C: 1.531799 4.418810 -0.817256
C: 0.101339 4.522495 -0.330442
C: 3.587855 1.578369 0.893175
H: 1.580408 4.054566 -1.843940
H: 2.003243 5.397678 -0.797926
H: -0.411311 3.563841 -0.392511
H: -0.446138 5.240007 -0.940562
H: 0.071950 4.844255 0.709950
H: 4.473490 1.877043 0.340119
H: 3.562965 0.498726 1.019962
H: 3.541583 2.070890 1.860331

Atoms 1-6, force components in eV/Å:
0.0 -0.1 0.2
0.2 0.5 0.1
-1.2 -0.7 -0.3
1.2 0.1 -0.5
0.0 0.2 0.3
-0.2 0.3 0.1



Entry from OMol25: C39H90BBr3F3N15O7P3 as an isolated structure (ωB97M-V/def2-TZVPD).

Output
LUMO: -3.2 eV
E_HOMO: -9.68 eV
HOMO-LUMO gap: 6.495 eV
net charge: +1

Element x y z (Å)
C: -2.962980 -7.755829 0.572688
C: -2.016558 -7.566909 -0.601952
O: -1.713803 -6.188531 -0.772605
C: -0.606170 -6.009946 -1.612763
C: -0.709575 -4.643794 -2.281963
C: -0.965518 -3.681617 -1.086233
N: -0.097761 -3.884440 0.066841
N: -1.956328 -4.402126 -3.084628
C: -2.607046 -5.496648 -3.809511
Br: -4.291814 -5.884747 -2.825641
C: -2.932199 -5.234627 -5.301822
C: -1.730292 -5.360740 -6.225871
Br: -4.175558 -6.621164 -5.938490
C: -1.643461 -3.236086 -3.814346
N: -2.591207 -2.369775 -4.062285
C: -2.398874 -1.168933 -4.914055
C: -1.704117 0.038744 -4.250840
C: -2.469310 1.304430 -4.447931
F: -3.651312 1.341107 -3.770483
C: -2.098613 2.368423 -5.195493
F: -1.883444 2.332959 -6.480528
F: -1.947830 3.571766 -4.708632
B: -4.031056 -2.519738 -3.522753
O: -4.977634 -2.722952 -4.505216
N: -4.335451 -2.497024 -2.149047
C: -3.533313 -1.525421 -1.369108
C: -5.765174 -2.084702 -1.990516
N: -0.328388 -3.289359 -4.129124
Br: 0.619066 -2.187971 -5.274162
C: 0.441844 -4.196958 -3.243670
C: 1.751388 -3.665366 -2.626304
C: 1.827415 -2.411693 -1.766439
C: 1.141827 -1.111210 -2.112583
N: 2.565497 -2.514726 -0.739754
C: 0.921141 -5.511825 -3.955463
C: 1.853546 -5.349111 -5.134891
O: 3.033950 -5.458746 -4.995302
O: 1.321562 -5.061361 -6.340321
H: -4.002732 -7.740650 0.250065
H: -2.796059 -8.755349 0.974745
H: -2.761730 -6.998638 1.325560
H: -1.091737 -8.118786 -0.400996
H: -2.473812 -7.978518 -1.509740
H: -0.623096 -6.833817 -2.337786
H: 0.336779 -6.112354 -1.064928
H: -2.000715 -3.797628 -0.774797
H: -0.871471 -2.639703 -1.420847
H: 0.834990 -4.185785 -0.167389
H: -0.013539 -3.053474 0.632082
H: -2.063711 -6.433679 -3.752504
H: -3.462404 -4.303434 -5.463965
H: -1.150976 -4.440046 -6.270945
H: -1.110250 -6.224172 -6.004104
H: -2.103776 -5.509137 -7.237594
H: -3.396800 -0.832359 -5.188720
H: -1.948962 -1.457622 -5.860496
H: -0.718624 0.224459 -4.672732
H: -1.612598 -0.058554 -3.168658
H: -5.283525 -1.921455 -4.942229
H: -4.090839 -0.597988 -1.228286
H: -2.589845 -1.265507 -1.841826
H: -3.299670 -1.899798 -0.371442
H: -5.940049 -1.121284 -2.473804
H: -6.448457 -2.844264 -2.354069
H: -5.958130 -1.909909 -0.932409
H: 2.509266 -3.539535 -3.403562
H: 2.121376 -4.467994 -1.990381
H: 1.692581 -0.519427 -2.842996
H: 0.157893 -1.310503 -2.536369
H: 0.976650 -0.529021 -1.207336
H: 2.582260 -1.622034 -0.242522
H: 0.083847 -6.133425 -4.265092
H: 1.493979 -6.083480 -3.231647
H: 1.869447 -5.528507 -6.990860
O: 4.406614 0.203541 -0.128326
P: 5.047507 1.545042 -0.250245
N: 5.555875 1.576106 -1.887309
C: 6.489652 2.528434 -2.459818
C: 4.543651 1.210008 -2.867238
N: 6.403801 1.349004 0.779046
C: 7.760739 1.598804 0.330194
C: 6.363561 0.201457 1.681291
N: 4.978605 3.245213 0.000933
C: 4.999878 3.701770 1.412635
C: 3.757071 3.828160 -0.609255
H: 6.057698 3.527100 -2.614317
H: 6.815369 2.159275 -3.434778
H: 7.388020 2.639163 -1.865987
H: 3.877667 2.047559 -3.125148
H: 3.929917 0.391578 -2.492565
H: 5.018067 0.864161 -3.788629
H: 8.068714 0.923503 -0.477942
H: 8.452572 1.464663 1.163655
H: 7.888155 2.634673 0.011916
H: 6.639421 -0.738449 1.188833
H: 5.372551 0.082804 2.110917
H: 7.050261 0.367574 2.514705
H: 4.229369 3.227666 2.025149
H: 4.840153 4.779890 1.436231
H: 5.966044 3.516449 1.865901
H: 2.840030 3.423214 -0.171379
H: 3.734230 3.640850 -1.683940
H: 3.755844 4.908136 -0.475451
O: 4.523883 4.462390 5.141859
P: 5.682553 4.991364 5.913594
N: 5.989100 6.497857 5.164913
C: 7.192075 7.291249 5.334954
C: 4.826723 7.366053 4.999868
N: 6.897426 3.849716 5.489767
C: 8.170544 4.254140 4.925970
C: 6.422280 2.621777 4.869497
N: 6.416668 5.333499 7.432025
C: 6.763692 4.160762 8.266714
C: 5.544012 6.199481 8.266124
H: 7.245787 7.805062 6.304823
H: 7.219818 8.058570 4.558367
H: 8.097195 6.708234 5.213365
H: 4.593383 7.936450 5.909331
H: 3.946360 6.785684 4.731042
H: 5.002943 8.080097 4.192896
H: 8.062208 4.757021 3.955562
H: 8.804405 3.376768 4.781678
H: 8.720704 4.899604 5.612236
H: 6.197162 2.754226 3.805629
H: 5.529444 2.249014 5.363822
H: 7.181289 1.840193 4.963959
H: 5.913180 3.492918 8.427510
H: 7.113372 4.512698 9.237644
H: 7.574222 3.591669 7.825248
H: 4.584864 5.726256 8.494027
H: 5.345223 7.146111 7.763180
H: 6.044549 6.436883 9.202964
O: -6.976643 0.479216 0.429530
P: -7.966305 1.147424 1.321423
N: -7.153783 2.571591 1.803220
C: -7.548570 3.435854 2.900745
C: -6.573096 3.361810 0.721600
N: -8.021733 0.032264 2.629477
C: -7.782888 0.440526 4.001368
C: -7.445010 -1.282150 2.377984
N: -9.575374 1.685959 1.597982
C: -10.604681 0.627887 1.720443
C: -10.031988 2.593606 0.513628
H: -8.425673 4.057945 2.675266
H: -6.721496 4.110374 3.131220
H: -7.751135 2.887514 3.812126
H: -7.307701 4.020196 0.237841
H: -6.145540 2.715610 -0.042720
H: -5.765050 3.987287 1.105790
H: -6.768490 0.829902 4.154715
H: -7.920795 -0.412676 4.667926
H: -8.513209 1.182637 4.326071
H: -6.349868 -1.284360 2.456202
H: -7.715924 -1.646339 1.390373
H: -7.843253 -1.995914 3.102726
H: -10.603682 -0.059560 0.870439
H: -11.585894 1.098994 1.780964
H: -10.471249 0.055384 2.631480
H: -10.042958 2.101664 -0.462971
H: -9.386738 3.469947 0.446323
H: -11.035388 2.954333 0.730955

Atoms 1-6, force components in eV/Å:
0.1 -0.3 -0.4
-0.1 -0.3 0.4
0.0 0.1 -0.1
-0.5 -0.9 -0.8
-0.6 0.9 1.7
0.8 0.9 0.4



Entry from OMol25: a 6-piece molecular cluster, C36H39F9N2O4PS overall (ωB97M-V/def2-TZVPD).

Output
LUMO: 2.3 eV
E_HOMO: -5.50 eV
HOMO-LUMO gap: 7.813 eV
net charge: -1

Element x y z (Å)
N: 4.150082 -2.062313 0.734701
P: 3.247016 -0.480913 0.643850
N: 3.658476 -0.016283 2.326705
O: 2.663616 -0.784949 -0.997364
C: 1.329181 -0.408666 -1.090745
C: 1.267321 0.945960 -0.365158
S: -0.225877 1.293555 0.726096
O: 0.253531 1.609367 2.057744
O: -1.084858 2.260290 0.048335
C: -1.314334 -0.224433 0.846183
F: -1.597138 -0.656598 -0.439732
F: -0.614817 -1.218745 1.502753
C: -2.655438 0.017399 1.631771
F: -2.554782 1.192076 2.331607
F: -2.851153 -1.020892 2.520323
C: -3.968513 0.114825 0.798794
F: -4.937878 0.475496 1.693955
F: -3.852940 1.089821 -0.172674
C: -4.431356 -1.240967 0.134584
F: -3.546335 -2.245032 0.407862
F: -4.554081 -1.106231 -1.222243
F: -5.662952 -1.612002 0.632032
O: 2.344006 1.022578 0.474919
H: 3.660894 -2.586860 1.448473
H: 3.981110 -2.580685 -0.116422
H: 2.054025 -1.094501 1.174487
H: 4.383144 0.177699 0.113415
H: 4.299924 -0.689764 2.707616
H: 4.076581 0.896801 2.386845
H: 1.080695 -0.255818 -2.133476
H: 0.722489 -1.175080 -0.624370
H: 1.380325 1.802462 -1.022366
C: 1.017544 -1.949247 5.575634
C: 2.202654 -1.654593 4.914285
C: 3.391499 -1.614533 5.628676
C: 3.398174 -1.875351 6.992231
C: 2.212080 -2.171835 7.649930
C: 1.019857 -2.205551 6.940645
H: 0.087575 -1.974094 5.022186
H: 2.206059 -1.438924 3.854458
H: 4.314423 -1.373739 5.118244
H: 4.328990 -1.844489 7.544626
H: 2.216946 -2.373854 8.713711
H: 0.092211 -2.430191 7.452305
C: 2.175833 7.086167 1.396652
C: 1.057276 7.481469 0.677140
C: 0.001650 6.597681 0.500107
C: 0.059175 5.321352 1.045128
C: 1.176833 4.926384 1.766085
C: 2.234918 5.809227 1.937981
H: 3.002681 7.771958 1.532596
H: 1.009587 8.476502 0.252547
H: -0.868271 6.902552 -0.067803
H: -0.759022 4.629344 0.903467
H: 1.222918 3.930546 2.185452
H: 3.109407 5.497282 2.493951
C: 4.067457 -8.300506 0.088294
C: 3.256147 -7.757398 1.074716
C: 3.346907 -6.406814 1.382401
C: 4.245347 -5.595815 0.702657
C: 5.054790 -6.139976 -0.284339
C: 4.967748 -7.491120 -0.590677
H: 3.997643 -9.353793 -0.151799
H: 2.552077 -8.387060 1.603349
H: 2.716828 -5.982816 2.153394
H: 4.315226 -4.543802 0.939211
H: 5.752498 -5.505721 -0.814820
H: 5.601451 -7.913920 -1.359815
C: -7.166982 1.394065 -5.593927
C: -6.736601 0.376931 -4.753476
C: -6.403444 0.658806 -3.435815
C: -6.499841 1.958812 -2.959277
C: -6.926548 2.976440 -3.800624
C: -7.260460 2.694341 -5.117661
H: -7.425322 1.174206 -6.621725
H: -6.661907 -0.636685 -5.124502
H: -6.067008 -0.131256 -2.782628
H: -6.236105 2.178748 -1.933135
H: -6.996905 3.990127 -3.429630
H: -7.589055 3.489028 -5.774593
C: -1.943617 1.802891 -5.840113
C: -0.777862 1.984609 -6.571757
C: 0.456619 1.873609 -5.948551
C: 0.524275 1.576532 -4.595154
C: -0.641604 1.392059 -3.865577
C: -1.876009 1.508480 -4.485278
H: -2.905536 1.893482 -6.323019
H: -0.831915 2.213858 -7.628410
H: 1.366365 2.018995 -6.516432
H: 1.487047 1.486822 -4.107878
H: -0.589093 1.168340 -2.808104
H: -2.783575 1.373838 -3.914040

Atoms 1-6, force components in eV/Å:
-0.1 0.7 0.2
0.5 -0.6 0.8
-0.5 -0.4 -0.3
0.1 -0.3 -0.2
0.7 -0.1 -0.1
1.7 -0.2 1.3



Entry from OMol25: one molecule with the formula C13H25N3O2S (ωB97M-V/def2-TZVPD).

Output
LUMO: 0.4 eV
E_HOMO: -7.90 eV
HOMO-LUMO gap: 8.276 eV
structure (SMILES): C=CCNC(=S)NNC(=O)CC[C@@H](O)CCCCC

Element x y z (Å)
C: 0.291810 1.709133 3.642877
C: 0.301073 2.308539 2.467710
C: -0.929616 2.732762 1.726270
N: -0.864630 2.294087 0.351376
C: -0.678755 3.129843 -0.672062
S: -0.867935 4.768509 -0.596216
N: -0.439431 2.586715 -1.916068
N: 0.115570 1.320052 -2.086532
C: 1.308136 0.947591 -1.540785
O: 1.939491 1.670554 -0.809027
C: 1.770226 -0.440211 -1.956183
C: 0.863042 -1.575426 -1.469796
C: 0.518895 -1.448048 0.025448
O: -0.599141 -0.599001 0.209124
C: 0.311206 -2.809265 0.702916
C: -0.799786 -3.656491 0.080389
C: -1.013612 -4.977890 0.821539
C: 0.131142 -5.971674 0.636230
C: -0.170810 -7.301846 1.315453
H: 1.200748 1.427929 4.146268
H: -0.628475 1.489718 4.160247
H: 1.228947 2.520133 1.953711
H: -1.827901 2.319861 2.195983
H: -1.005117 3.826160 1.711639
H: -0.668011 1.306433 0.224925
H: -0.126973 3.289711 -2.581081
H: -0.415200 0.685592 -2.666698
H: 2.768113 -0.570805 -1.535140
H: 1.849506 -0.472273 -3.045190
H: -0.066934 -1.592216 -2.044432
H: 1.379424 -2.520169 -1.644680
H: 1.337686 -0.929837 0.536925
H: -1.396963 -1.079466 -0.042436
H: 0.073658 -2.627818 1.753600
H: 1.256054 -3.350650 0.661722
H: -1.742759 -3.101634 0.106537
H: -0.566485 -3.871029 -0.964712
H: -1.149303 -4.776587 1.886416
H: -1.934122 -5.437784 0.453446
H: 1.051744 -5.560996 1.053855
H: 0.293403 -6.139123 -0.431297
H: -1.073703 -7.746748 0.902693
H: -0.318090 -7.158770 2.383576
H: 0.651079 -7.999295 1.173104

Atoms 1-6, force components in eV/Å:
0.0 -0.1 0.1
-0.1 0.0 -0.2
-0.1 0.2 0.3
0.2 -0.3 -0.4
-0.4 -0.2 0.2
0.1 0.7 -0.1